(1)
74
Properties=species:S:1:pos:R:3:forces:R:3:lowdin_charge:R:1 method="wB97M-V/def2-TZVPD" s_squared=2.0105 spin_multiplicity=3 lumo_ev="-3.21 / -2.32" homo_lumo_gap_ev="8.4 / 9.3" de_lowest_kcal_mol=0.0 charge=+1
V -0.674630 -0.500629 0.512690 0.021 -0.241 -0.106 0.990
C -2.456520 2.060372 -1.409374 -0.038 0.010 0.041 -0.014
C -1.275272 1.373505 -2.008574 -0.034 0.043 0.079 -0.311
C -0.664039 1.666065 -3.221274 -0.011 0.001 -0.032 0.038
C 0.409163 0.795470 -3.322918 0.062 -0.011 0.025 -0.245
C 1.418415 0.668558 -4.412790 -0.003 0.009 -0.025 -0.002
N 0.424159 0.035716 -2.219537 -0.074 -0.051 -0.001 0.046
N -0.613126 0.376055 -1.402765 0.044 -0.032 0.088 0.006
B 1.434053 -1.049980 -1.787661 0.075 0.026 -0.087 -0.492
N 2.158469 -0.584223 -0.514991 -0.082 0.065 0.082 0.042
N 1.444704 -0.375844 0.626102 -0.024 -0.127 0.019 0.017
C 2.316740 -0.019260 1.575889 -0.049 0.059 -0.064 -0.299
C 1.934182 0.222553 2.999356 0.075 0.049 0.013 -0.007
C 3.599434 0.034457 1.028945 0.017 -0.074 0.026 0.036
C 3.460195 -0.336005 -0.295529 -0.004 0.002 -0.039 -0.250
C 4.499083 -0.464517 -1.357436 0.023 0.010 0.008 -0.004
N 0.658668 -2.349465 -1.490680 -0.057 -0.011 0.009 0.040
N -0.359650 -2.372755 -0.583385 -0.007 0.270 0.115 0.017
C -0.872859 -3.609006 -0.617972 -0.030 -0.017 0.057 -0.313
C -1.995854 -4.064393 0.255035 -0.027 -0.020 0.010 -0.022
C -0.182401 -4.383132 -1.545853 -0.006 0.013 0.005 0.034
C 0.780139 -3.547603 -2.082770 0.035 0.013 -0.001 -0.249
C 1.798792 -3.845720 -3.129807 0.000 -0.012 -0.014 -0.005
H -2.608894 3.020584 -1.897600 0.024 0.014 0.007 0.095
H -2.307573 2.249980 -0.344586 -0.018 -0.032 -0.038 0.069
H -3.376774 1.489746 -1.559966 -0.006 -0.020 -0.007 0.085
H -0.959112 2.419819 -3.931043 0.001 -0.004 -0.004 0.122
H 1.235713 1.425940 -5.171554 -0.015 0.001 0.006 0.089
H 1.365789 -0.310978 -4.888258 0.003 -0.004 0.006 0.089
H 2.431266 0.800889 -4.033675 0.000 0.000 0.001 0.080
H 2.217132 -1.240104 -2.663068 0.016 0.007 0.010 0.117
H 0.864954 0.349730 3.133549 -0.097 0.053 -0.014 0.045
H 2.418930 1.123020 3.375072 -0.011 0.007 -0.005 0.100
H 2.271358 -0.603241 3.631284 0.010 -0.002 -0.016 0.094
H 4.511313 0.298076 1.536823 0.007 -0.006 -0.004 0.121
H 5.468984 -0.179044 -0.956879 -0.002 -0.004 0.009 0.088
H 4.278949 0.180079 -2.208296 -0.002 0.000 -0.002 0.081
H 4.568437 -1.488831 -1.724165 -0.005 0.002 0.002 0.086
H -2.617172 -3.239962 0.595145 0.024 -0.025 -0.011 0.037
H -1.627952 -4.597395 1.136551 0.010 -0.001 -0.012 0.094
H -2.631869 -4.762451 -0.286452 -0.004 0.001 -0.008 0.095
H -0.359713 -5.414556 -1.798237 -0.007 0.001 0.003 0.122
H 1.741694 -4.896846 -3.402932 -0.006 -0.001 0.001 0.088
H 2.807365 -3.637127 -2.774442 -0.002 0.001 0.004 0.085
H 1.631587 -3.249753 -4.027100 -0.001 0.005 0.005 0.088
N -0.687095 -1.744895 2.292745 0.040 0.045 -0.175 -0.008
C -1.630019 -1.383470 3.383596 0.037 -0.014 -0.023 -0.195
C -3.075943 -1.471501 2.923835 -0.029 0.002 0.010 -0.165
C -3.493666 -0.412631 1.913654 -0.022 -0.019 -0.008 -0.197
N -2.884510 -0.608763 0.567982 0.127 0.089 0.008 -0.009
H -0.837568 -2.709362 2.010435 -0.017 -0.018 0.041 0.076
H 0.268872 -1.715138 2.640533 -0.035 0.011 0.009 0.089
H -1.401285 -0.363314 3.692610 -0.010 0.007 0.014 0.100
H -1.471437 -2.049040 4.234396 -0.023 0.003 -0.002 0.127
H -3.707474 -1.342961 3.804406 0.006 0.014 0.013 0.128
H -3.295598 -2.477895 2.550544 -0.015 0.023 -0.010 0.107
H -3.177359 0.566377 2.269908 -0.005 0.002 0.017 0.111
H -4.581561 -0.401462 1.822690 0.004 -0.024 0.003 0.125
H -3.142802 0.194135 0.001551 -0.023 -0.002 -0.032 0.060
H -3.318855 -1.402913 0.106860 0.063 -0.027 0.000 0.099
O -1.210374 2.004849 3.432116 0.049 0.040 -0.032 0.087
C -0.869009 2.112689 2.272887 -0.029 -0.129 -0.045 -0.534
O -0.893569 1.080131 1.447829 0.024 -0.038 0.011 -0.201
C -0.414563 3.389984 1.655498 0.001 0.044 0.071 -0.138
C -0.645781 4.578332 2.342184 0.009 0.024 -0.015 -0.007
C -0.233653 5.781577 1.794278 0.007 0.001 -0.019 -0.061
C 0.421111 5.797696 0.568947 -0.002 0.010 0.005 -0.069
C 0.665696 4.611784 -0.110192 -0.001 -0.018 -0.002 -0.064
C 0.245632 3.406131 0.429979 0.015 0.007 -0.001 -0.027
H -1.148326 4.542291 3.299264 -0.001 -0.013 0.002 0.122
H -0.418375 6.708268 2.320722 -0.002 -0.003 0.006 0.109
H 0.746036 6.738890 0.144919 0.001 -0.001 -0.001 0.108
H 1.185708 4.626260 -1.059234 0.002 0.002 -0.001 0.106
H 0.439514 2.476157 -0.089813 0.002 0.015 0.016 0.100

---

(2)
18
Properties=species:S:1:pos:R:3:forces:R:3:lowdin_charge:R:1 method="wB97M-V/def2-TZVPD" spin_multiplicity=1 lumo_ev=0.95 homo_lumo_gap_ev=9.1 de_lowest_kcal_mol=104.4 charge=0
C -2.472412 0.092423 -0.113774 -0.050 1.507 0.004 -0.100
C -2.288053 -1.269634 -0.016575 -1.789 0.112 -1.038 -0.107
C -1.442388 1.060521 0.063405 -0.589 0.153 2.405 -0.017
C -1.053537 -1.726564 0.211340 1.429 -1.094 0.460 -0.025
C -0.191381 0.562062 0.435032 0.023 -0.349 -1.232 -0.184
C -0.050409 -0.818807 0.407676 -0.041 0.568 -0.367 -0.276
C 1.146407 1.174001 0.599227 1.084 -4.168 -1.961 0.078
N 2.181942 -0.385664 0.596670 -0.556 5.399 0.109 -0.121
N 2.939163 -0.209555 -0.551606 0.756 -0.644 -1.317 -0.027
O 1.176759 -1.290143 0.504549 0.407 -3.347 -0.278 -0.036
H -3.475705 0.368660 -0.331264 -0.594 0.768 -0.063 0.083
H -3.110973 -1.971556 -0.249369 0.466 0.616 0.343 0.123
H -1.614927 2.138584 0.409370 -0.218 -1.451 -1.528 0.137
H -0.785749 -2.763473 0.214833 -0.015 -0.431 0.026 0.123
H 1.651497 1.610725 -0.245346 -0.256 0.798 0.092 0.091
H 1.369003 1.452149 1.543792 0.798 1.677 2.724 0.060
H 2.525705 -0.156155 -1.519970 0.106 -0.356 1.623 0.112
H 3.825019 -0.734371 -0.525600 -0.959 0.242 -0.003 0.086

---

(3)
18
Properties=species:S:1:pos:R:3:forces:R:3:lowdin_charge:R:1 method="wB97M-V/def2-TZVPD" spin_multiplicity=1 smiles="CCC=C=NCC" lumo_ev=1.00 homo_lumo_gap_ev=9.7 de_lowest_kcal_mol=47.3 charge=0
C 2.731561 0.077059 0.818250 0.289 0.074 0.079 -0.122
C 1.234074 0.314458 0.907352 0.135 0.000 0.035 -0.272
C 0.554700 -0.755657 0.104216 0.103 -0.175 0.097 -0.154
C -2.146229 0.098921 0.013299 -0.339 0.098 0.247 -0.110
C -1.872836 0.153205 -1.488425 -1.259 0.397 0.265 -0.280
C 0.133567 -0.551744 -1.111684 -0.257 -0.019 0.203 -0.139
N -0.595247 -0.242113 -2.047427 1.047 -0.353 0.240 0.080
H 3.298825 0.805876 1.396605 0.104 -0.013 0.016 0.067
H 3.033408 0.129539 -0.232569 0.081 0.035 0.192 0.077
H 2.965173 -0.931276 1.176810 0.073 0.178 -0.007 0.076
H 0.887658 0.277337 1.949521 0.065 -0.097 -0.195 0.111
H 0.972906 1.315444 0.534992 0.060 -0.263 -0.039 0.113
H 0.365194 -1.729385 0.541176 0.317 -0.070 -0.050 0.119
H -2.119914 -0.890710 0.484123 0.029 0.118 -0.358 0.079
H -1.565770 0.773780 0.655988 -0.024 -0.074 -0.423 0.072
H -2.634788 -0.469711 -1.943721 -0.151 -0.024 -0.381 0.105
H -3.178265 0.444205 0.020470 -0.235 0.023 0.476 0.071
H -2.064019 1.180773 -1.778976 -0.040 0.163 -0.396 0.107

---

(4)
24
Properties=species:S:1:pos:R:3:forces:R:3:lowdin_charge:R:1 method="wB97M-V/def2-TZVPD" s_squared=0.7503 spin_multiplicity=2 lumo_ev="3.17 / 3.22" homo_lumo_gap_ev="2.4 / 9.7" de_lowest_kcal_mol=13.4 charge=-1
C -0.748795 1.469277 -2.689348 2.804 2.911 2.335 -0.059
C -0.066271 0.769365 -1.408540 -2.733 1.343 0.775 -0.532
C 1.426130 0.797042 -1.220513 1.246 -1.560 0.480 -0.092
O -0.531824 -0.522440 -1.552652 -0.428 -1.449 0.227 -0.127
H -1.818767 1.437560 -2.645675 -0.410 -0.566 -0.094 0.050
H -0.274068 1.150926 -3.606784 -0.230 -0.587 -0.221 0.054
H -0.474033 2.581614 -2.622001 -0.460 -1.094 -0.182 0.075
H -0.562964 1.123227 -0.369264 0.899 -0.146 -2.442 0.151
H 1.695424 0.331395 -0.215309 -0.535 0.769 -1.022 0.074
H 1.966799 1.753367 -1.304428 -0.443 -0.320 -0.170 0.075
H 1.843790 0.007625 -1.904686 0.032 1.041 0.063 0.084
H 0.142223 -1.168296 -1.783576 0.065 -0.107 0.307 0.039
H 0.498481 -3.095544 -0.177631 0.444 -0.042 1.838 0.002
H 0.545372 -3.792500 -1.526848 0.059 -0.152 0.119 0.034
O 0.187946 -3.036814 -1.054734 -0.398 -0.025 -1.983 -0.078
H 0.931127 0.842847 3.209547 -0.113 -0.323 -0.612 -0.010
H 1.356792 0.884488 1.738880 -0.287 -0.106 0.436 -0.023
O 1.517540 0.412525 2.567222 1.133 -0.051 0.074 -0.164
H -2.140785 -2.180206 2.722535 -0.497 0.325 -0.546 -0.020
H -0.752086 -2.127420 2.998903 0.810 0.413 -0.149 -0.026
O -1.350893 -1.770318 2.324191 -0.338 -0.562 0.650 -0.298
H -1.509100 0.690671 2.606200 -0.551 -0.577 0.356 -0.023
H -1.049969 2.077391 3.289073 -0.246 -1.325 -0.986 0.041
O -0.832078 1.364226 2.625429 0.176 2.191 0.747 -0.229